Entry 1:
The following is a DFT calculation (the ωB97M-V functional and the def2-TZVPD basis) of a structure of composition C36H67Br2INO16 at a distorted geometry.

Geometry (Å):
1 C 4.073897 0.982286 -2.093364
2 C 4.735561 -0.251706 -2.852234
3 O 5.627705 -0.910468 -2.234806
4 O 4.393498 -0.716668 -4.151960
5 C 3.045105 -1.267234 -4.208787
6 C 2.727207 -2.403425 -3.114022
7 C 1.440951 -1.914211 -2.277661
8 C 0.097526 -2.096968 -3.187527
9 C -1.155304 -2.640645 -2.292533
10 C -2.426797 -1.748396 -2.714182
11 C -3.851779 -2.461809 -2.378740
12 C -5.075413 -1.811755 -3.224721
13 N -5.918244 -0.867749 -2.433557
14 Br -4.890344 0.435739 -1.544018
15 C -6.875058 -0.099336 -3.290716
16 Br -8.127455 -1.275776 -4.319473
17 I -5.871270 1.366227 -4.626526
18 C -7.771897 0.820540 -2.270259
19 O -8.076183 2.003956 -2.673734
20 O -8.162442 0.384308 -1.020807
21 H 4.909612 1.606726 -1.601122
22 H 3.424340 0.612721 -1.212584
23 H 3.410996 1.642368 -2.741837
24 H 2.955482 -1.784738 -5.239941
25 H 2.211557 -0.472394 -4.202058
26 H 2.390949 -3.355020 -3.682016
27 H 3.619068 -2.719418 -2.477574
28 H 1.272307 -2.606272 -1.365142
29 H 1.499787 -0.815928 -1.956664
30 H -0.185830 -1.025804 -3.516172
31 H 0.272822 -2.713540 -4.131111
32 H -0.885043 -2.389392 -1.202656
33 H -1.326104 -3.761752 -2.436890
34 H -2.399034 -1.531634 -3.841933
35 H -2.322364 -0.745034 -2.148261
36 H -3.762291 -3.564822 -2.721012
37 H -4.059911 -2.497050 -1.251076
38 H -5.761836 -2.700093 -3.506807
39 H -4.677354 -1.391142 -4.211629
40 O -9.611378 -4.035885 -3.908162
41 C -10.101788 -4.035021 -2.797810
42 O -10.946910 -5.017923 -2.429317
43 C -11.420667 -5.208412 -1.088801
44 C -12.641850 -4.352788 -0.817442
45 C -9.855772 -2.893601 -1.848310
46 H -10.621959 -5.043882 -0.362350
47 H -11.697466 -6.262832 -1.008853
48 H -12.412537 -3.288382 -0.900407
49 H -13.031437 -4.545255 0.185093
50 H -13.427117 -4.565444 -1.547928
51 H -10.558763 -2.087884 -2.065425
52 H -8.838994 -2.533384 -2.001206
53 H -9.926551 -3.173574 -0.798995
54 O 1.434936 2.278666 -1.294147
55 C 1.712791 3.299002 -0.703751
56 O 2.999142 3.628569 -0.491226
57 C 3.437407 4.897677 0.021430
58 C 3.413320 4.910559 1.535279
59 C 0.631063 4.163353 -0.114639
60 H 2.862805 5.718088 -0.415615
61 H 4.466552 5.026033 -0.320966
62 H 2.401215 4.770984 1.922729
63 H 3.802380 5.855980 1.917834
64 H 4.019788 4.093617 1.932965
65 H 0.354334 3.772545 0.865577
66 H -0.236651 4.125774 -0.774604
67 H 0.906713 5.212555 -0.029824
68 O -8.702253 -5.052682 0.828704
69 C -8.767570 -5.128791 2.033436
70 O -9.965653 -5.134216 2.648129
71 C -10.158381 -5.412514 4.042064
72 C -9.981725 -4.160163 4.876676
73 C -7.517769 -5.120095 2.871281
74 H -9.515466 -6.232209 4.372240
75 H -11.186425 -5.768214 4.142272
76 H -8.968267 -3.762069 4.794229
77 H -10.186822 -4.367327 5.929456
78 H -10.659189 -3.374612 4.533373
79 H -7.205924 -4.088006 3.038320
80 H -6.734735 -5.648374 2.325916
81 H -7.626437 -5.632642 3.825288
82 O 6.629458 5.346392 1.366310
83 C 7.067126 4.616104 2.228807
84 O 6.492265 4.582444 3.441849
85 C 6.808528 3.620961 4.461802
86 C 8.000506 4.069228 5.281761
87 C 8.314984 3.809336 1.990682
88 H 6.942139 2.623904 4.034103
89 H 5.930108 3.563180 5.108596
90 H 8.901375 4.153589 4.668343
91 H 8.199039 3.362155 6.091131
92 H 7.814422 5.059696 5.713838
93 H 9.187843 4.431260 2.194218
94 H 8.329965 3.499773 0.944737
95 H 8.365530 2.896935 2.581259
96 O 6.708552 6.362617 6.365386
97 C 6.987223 7.383554 6.954503
98 O 8.273601 7.712225 7.166490
99 C 8.711718 8.980572 7.676491
100 C 8.686921 8.996303 9.191447
101 C 5.906416 8.249757 7.542449
102 H 8.137767 9.800326 7.237926
103 H 9.740860 9.107524 7.333374
104 H 7.675004 8.858279 9.578222
105 H 9.076097 9.942879 9.572694
106 H 9.292768 8.179412 9.591124
107 H 5.629312 7.860551 8.523278
108 H 5.038780 8.212129 6.882516
109 H 6.182987 9.298857 7.625797
110 O 3.058334 -5.834376 -6.015875
111 C 4.192107 -5.435569 -5.873135
112 O 4.445736 -4.116221 -5.829687
113 C 5.715706 -3.546072 -5.472891
114 C 6.629268 -3.460679 -6.678998
115 C 5.346549 -6.401030 -5.839065
116 H 6.169679 -4.085902 -4.638344
117 H 5.506045 -2.537405 -5.109229
118 H 6.853996 -4.450040 -7.084352
119 H 7.570542 -2.973917 -6.414611
120 H 6.150738 -2.891821 -7.480112
121 H 5.648458 -6.634707 -6.861065
122 H 5.015767 -7.315005 -5.344001
123 H 6.203341 -6.039095 -5.274176

Atoms 1-2, force components in eV/Å:
C -0.2 -0.1 -0.1
C 2.6 -2.2 2.4

Computed properties:
* HOMO: -4.28 eV
* HOMO-LUMO gap: 5.5 eV
* E_LUMO: 1.26 eV
* total charge: -1
* E_tot: -220851.457 eV

Entry 2:
The following is a DFT calculation (the ωB97M-V functional and the def2-TZVPD basis) of a cluster of 6 separate species, C36H70Cl10N4O3 in total at a distorted geometry.

Geometry (Å):
1 H -11.389530 -3.635087 -1.036331
2 N -12.294601 -3.152640 -0.779516
3 C -12.332060 -3.120338 0.619786
4 N -13.514620 -2.529497 1.357510
5 N -11.119418 -3.757473 1.318336
6 C -10.280371 -2.692805 2.024042
7 C -9.430506 -1.752861 0.938968
8 C -8.303150 -0.899351 1.780604
9 C -7.326545 0.038074 0.797720
10 C -8.091038 1.374279 0.238440
11 C -8.217862 2.274964 1.642899
12 O -9.317656 2.459090 2.385210
13 N -6.810264 2.875687 1.842337
14 C -6.338764 3.277429 0.454058
15 C -4.741976 3.492737 0.158896
16 C -3.900168 3.859421 1.517105
17 C -3.022432 2.548508 2.044345
18 C -1.875204 2.059829 0.973767
19 C -0.706939 3.231702 0.829308
20 C 0.590388 2.877267 1.823703
21 C 2.024449 2.902582 1.030051
22 C 2.943315 1.561258 1.414679
23 C 4.368007 1.620029 0.605606
24 C 4.927473 0.174297 0.072952
25 C 3.807971 -0.759984 -0.692038
26 C 4.564874 -2.180181 -1.145731
27 C 4.109268 -3.371882 -0.080310
28 C 5.172006 -3.387917 1.174538
29 C 4.728640 -4.584294 2.244856
30 C -7.284090 2.494315 -0.643129
31 C -6.698352 2.133947 -2.127942
32 C -5.991535 0.663385 -2.269847
33 O -4.647910 0.597645 -2.092383
34 O -6.692081 -0.603115 -2.627567
35 H -14.309212 -2.453530 0.669141
36 H -13.850802 -3.170999 2.132117
37 H -11.538042 -4.381972 2.059062
38 H -9.559615 -3.265116 2.748823
39 H -11.051329 -2.050984 2.664668
40 H -8.930127 -2.528650 0.189956
41 H -10.248575 -1.080202 0.409477
42 H -7.608899 -1.640875 2.407886
43 H -8.885573 -0.265708 2.579593
44 H -6.937437 -0.698141 -0.031300
45 H -6.371913 0.298552 1.464630
46 H -9.098622 1.013199 -0.235344
47 H -6.154614 2.310373 2.426437
48 H -6.752607 4.393528 0.362150
49 H -4.287303 2.601265 -0.459148
50 H -4.661332 4.447412 -0.552880
51 H -4.591823 4.196263 2.429997
52 H -3.187656 4.796372 1.324292
53 H -3.816953 1.694212 2.272196
54 H -2.498519 2.782460 3.074087
55 H -2.309119 1.754012 -0.088378
56 H -1.400633 1.064006 1.418764
57 H -0.368800 3.356692 -0.305626
58 H -1.070780 4.297661 1.173994
59 H 0.434014 1.820909 2.356867
60 H 0.647375 3.664729 2.699217
61 H 1.880333 3.030860 -0.136915
62 H 2.640301 3.843123 1.429267
63 H 2.267544 0.638187 1.167565
64 H 3.102226 1.601753 2.580354
65 H 5.183649 2.028770 1.375536
66 H 4.317315 2.453388 -0.246717
67 H 5.522267 -0.411605 0.925660
68 H 5.757496 0.420319 -0.749160
69 H 3.473733 -0.200068 -1.681973
70 H 2.899410 -1.077723 -0.025699
71 H 4.177992 -2.532913 -2.215530
72 H 5.734836 -2.051426 -1.165782
73 H 3.025688 -3.227655 0.339019
74 H 4.156898 -4.455064 -0.574593
75 H 6.259440 -3.566009 0.772803
76 H 5.066753 -2.373158 1.762984
77 H 4.544715 -5.544219 1.601590
78 H 5.513769 -4.738686 3.101723
79 H 3.728084 -4.217207 2.755401
80 H -8.142786 3.292463 -0.870641
81 H -7.510478 2.298738 -2.969423
82 H -5.841923 2.935166 -2.351555
83 H -6.289224 -1.307315 -2.026675
84 Cl 8.749820 -2.308756 0.453209
85 C 9.420813 -0.698142 0.814284
86 C 8.445080 0.418599 0.481107
87 Cl 8.192089 0.590061 -1.274523
88 H 10.360199 -0.590449 0.262941
89 H 9.651277 -0.684245 1.883843
90 H 8.837566 1.374940 0.838620
91 H 7.469464 0.254732 0.950139
92 Cl 1.468962 5.902770 -0.005958
93 C 0.781215 6.556065 1.502317
94 C 1.831446 7.236020 2.365363
95 Cl 2.995747 6.073572 3.050024
96 H 0.291284 5.735197 2.035389
97 H 0.012865 7.279075 1.212214
98 H 1.351149 7.737161 3.210716
99 H 2.393640 7.986331 1.799995
100 Cl 6.568962 -2.830563 -6.475655
101 C 5.881215 -2.177268 -4.967380
102 C 6.931446 -1.497313 -4.104334
103 Cl 8.095747 -2.659761 -3.419673
104 H 5.391284 -2.998137 -4.434308
105 H 5.112865 -1.454259 -5.257483
106 H 6.451149 -0.996172 -3.258981
107 H 7.493640 -0.747002 -4.669702
108 Cl 5.334460 -4.442618 -11.409851
109 C 6.143795 -5.578781 -10.301340
110 C 6.783896 -4.870087 -9.118886
111 Cl 8.184849 -3.881519 -9.604382
112 H 6.880406 -6.147983 -10.877045
113 H 5.377541 -6.275178 -9.947577
114 H 7.151268 -5.606168 -8.398005
115 H 6.070093 -4.217954 -8.605196
116 Cl 6.834460 -0.860879 3.558845
117 C 7.643795 -1.997041 4.667355
118 C 8.283896 -1.288348 5.849809
119 Cl 9.684849 -0.299780 5.364313
120 H 8.380406 -2.566244 4.091651
121 H 6.877541 -2.693439 5.021118
122 H 8.651268 -2.024429 6.570691
123 H 7.570093 -0.636215 6.363500

Atoms 1-2, force components in eV/Å:
H -1.2 0.8 0.7
N 0.2 0.1 6.0

Computed properties:
* HOMO: -9.44 eV
* HOMO-LUMO gap: 9.6 eV
* SMILES: [H]/N=C(/N)NCCCC[C@H]1C(=O)N[C@@H](CCCCCCCCCCCCCCC)[C@H]1CC(=O)O.ClCCCl.ClCCCl.ClCCCl.ClCCCl.ClCCCl
* E_LUMO: 0.16 eV
* energy relative to the best compared isomer or geometry (same formula, charge and spin): 13.269 eV
* E_tot: -175782.259 eV